DFT (ωB97M-V/def2-TZVPD) results for a 2-piece molecular cluster, C2H9NSi2 overall.

E_LUMO in eV: 0.60
Frontier orbital gap in eV: 9.592
E in eV: -19462.691

Structure (XYZ):
```
14
C2H9NSi2, DFT ωB97M-V/def2-TZVPD
C 1.7812 0.7045 -0.1811
C -0.7102 -0.1964 0.9755
N 0.6687 -1.6274 -1.6816
Si 0.7144 1.1937 1.3960
Si 0.3796 -0.5776 -0.5364
H 1.7873 1.3532 -0.9835
H 2.7014 0.2991 0.0522
H -0.8791 -1.2853 1.3730
H -1.6912 0.3651 0.8133
H 0.1884 -2.4907 -1.9800
H -2.8783 -0.4941 -1.7977
H 1.3257 0.7227 2.6593
H -0.0223 2.4566 1.1354
H -3.3656 -0.4233 -1.2444
```